{"formula": "C4H11S2", "method": "ωB97M-V/def2-TZVPD", "elements": ["C", "S", "C", "H", "H", "H", "H", "H", "H", "C", "C", "S", "H", "H", "H", "H", "H"], "coordinates": [[2.861476, -0.750325, -0.241269], [3.415508, -0.001422, 1.321114], [1.824483, 0.733182, 1.865289], [2.111577, -0.097888, -0.679550], [2.533817, -1.784572, -0.202451], [3.706818, -0.696247, -0.934219], [0.949578, 0.117863, 1.642340], [1.944684, 0.833162, 2.944409], [1.662856, 1.657169, 1.316548], [-3.351828, -0.386023, -0.867945], [-2.079426, 0.447120, -0.937595], [-0.469856, -0.361066, -0.433098], [-3.334997, -1.232989, -0.178349], [-3.584132, -0.841249, -1.835922], [-4.151897, 0.291544, -0.555919], [-2.193237, 1.305106, -0.273492], [-1.845423, 0.766636, -1.949890]], "atomic_forces_ev_per_a": [[0.883, 0.584, -0.539], [-0.725, -0.334, -0.143], [0.496, -0.357, -0.011], [-0.380, -0.240, 0.104], [-0.260, 0.083, 0.361], [0.117, -0.137, 0.126], [0.281, -0.254, -0.029], [-0.186, 0.444, -0.049], [0.044, 0.231, 0.344], [-0.127, -0.127, -0.264], [1.386, -0.543, 0.612], [-0.831, -0.066, -0.197], [0.370, 0.258, 0.258], [-0.128, 0.192, -0.043], [-0.372, -0.246, -0.206], [-0.031, 0.178, -0.240], [-0.538, 0.334, -0.085]], "mulliken_charge": [-0.68, -0.17, -0.67, 0.17, 0.26, 0.30, 0.16, 0.29, 0.26, -0.89, -0.54, -0.70, 0.27, 0.23, 0.28, 0.22, 0.20], "e_above_lowest_kj_mol": 51.2, "total_charge": -1, "e_lumo_ha": 0.1242, "homo_energy_ev": -2.5, "orbital_gap_ha": 0.217}